This record from the OMol25 dataset describes a cluster of 9 separate species, C29H77N2O28P7 in total at a distorted geometry. The level of theory is the ωB97M-V functional and the def2-TZVPD basis.

Last column: Löwdin charge in e.
Atoms and positions in Å:
C  -21.5573  -1.6278  -6.3832  -0.0844
C  -22.0219  -2.6197  -7.4501  -0.2374
C  -21.7380  -2.1323  -8.8942  -0.1708
C  -20.2493  -2.0822  -9.0306  -0.2323
N  -19.1020  -2.0390  -9.0512  0.1423
H  -20.4835  -1.4784  -6.4351  0.0543
H  -21.8287  -2.0932  -5.4302  0.0622
H  -22.0453  -0.6988  -6.5651  0.0631
H  -23.0887  -2.7994  -7.3267  0.0747
H  -21.4980  -3.5929  -7.3585  0.0840
H  -22.1274  -1.1295  -9.0280  0.0818
H  -22.1484  -2.7932  -9.7129  0.0768
C  -25.7958  -5.9424  -6.6628  -0.0728
C  -24.9944  -5.0738  -7.5730  -0.2268
C  -24.9427  -5.5371  -9.0460  -0.1368
C  -24.5380  -4.4778  -9.9710  -0.1859
N  -24.1623  -3.7134  -10.7062  0.2159
H  -26.7541  -6.1785  -7.1870  0.0644
H  -25.9603  -5.4448  -5.7318  0.0529
H  -25.3030  -6.8800  -6.5511  0.0657
H  -23.9073  -5.0709  -7.2671  0.1046
H  -25.4279  -4.0707  -7.5802  0.0892
H  -25.8838  -5.9983  -9.3460  0.0761
H  -24.1851  -6.3644  -9.1501  0.1231
C  -27.5127  -4.2728  -11.6443  -0.0795
O  -27.4167  -5.6663  -11.3086  -0.2124
P  -28.4968  -6.4002  -10.4340  0.3066
O  -29.8886  -6.1050  -10.7968  -0.2294
O  -28.1811  -7.9430  -10.5727  -0.1904
C  -27.2476  -8.7006  -9.8437  -0.1056
O  -28.1697  -6.1705  -8.9399  -0.2611
C  -29.1940  -6.2063  -7.9142  -0.0491
H  -28.4584  -4.0456  -12.1662  0.0981
H  -26.6173  -4.1090  -12.2487  0.0869
H  -27.5797  -3.6995  -10.7211  0.0706
H  -26.8003  -8.1405  -9.0370  0.0594
H  -26.4216  -9.1019  -10.5201  0.1139
H  -27.7335  -9.5263  -9.2959  0.0933
H  -29.0562  -7.1017  -7.3182  0.0870
H  -30.1753  -6.1735  -8.5041  0.1097
H  -29.1817  -5.3594  -7.2425  0.0678
C  -21.8477  -4.8537  -2.0683  -0.0329
O  -22.8351  -3.8101  -1.8614  -0.2091
P  -24.0102  -3.5838  -2.8909  0.4035
O  -23.6852  -3.6610  -4.3226  -0.2186
O  -24.5300  -2.1173  -2.4055  -0.2339
C  -23.6355  -1.0602  -2.6203  -0.1175
O  -25.2492  -4.5369  -2.5607  -0.1970
C  -25.9894  -4.1785  -1.4024  -0.1161
H  -21.5355  -4.9355  -3.0678  0.0427
H  -22.3239  -5.8220  -1.7981  0.1111
H  -21.0092  -4.6017  -1.4428  0.0939
H  -23.6403  -0.8065  -3.6429  0.0476
H  -22.5495  -1.2670  -2.4176  0.1092
H  -23.9459  -0.2304  -1.9820  0.0979
H  -25.5600  -4.5646  -0.4393  0.1073
H  -26.9014  -4.7380  -1.4773  0.0797
H  -26.2092  -3.1291  -1.2743  0.0803
C  -27.7303  -3.2825  -5.0373  -0.1048
O  -28.0197  -3.1172  -6.4055  -0.2125
P  -27.7718  -1.8091  -7.2535  0.3085
O  -27.3413  -2.0414  -8.6431  -0.2218
O  -26.7550  -0.9497  -6.4506  -0.2112
C  -25.2465  -1.1292  -6.4716  0.0138
O  -29.0970  -1.0302  -6.9909  -0.1971
C  -29.4048  0.2842  -7.4363  -0.0703
H  -26.6388  -3.4617  -4.8950  0.0785
H  -28.4170  -4.0888  -4.6749  0.1119
H  -27.8673  -2.4690  -4.3640  0.0756
H  -24.9085  -2.1469  -6.5826  0.0551
H  -25.0035  -0.7284  -5.4891  0.0773
H  -24.8290  -0.4810  -7.2056  0.0609
H  -29.1449  0.4027  -8.4689  0.0856
H  -28.9062  0.9984  -6.7962  0.0886
H  -30.4526  0.4498  -7.3063  0.0803
C  -21.2243  -4.1993  -12.3214  -0.0646
O  -21.0967  -4.3905  -10.8996  -0.2516
P  -21.2011  -5.7584  -10.1699  0.3504
O  -21.3679  -5.5349  -8.7036  -0.2166
O  -22.3663  -6.6220  -10.7934  -0.2074
C  -22.2209  -8.0497  -10.6423  -0.0747
O  -19.8836  -6.5174  -10.5915  -0.2192
C  -18.6744  -5.9279  -10.1584  -0.0785
H  -22.2598  -3.8977  -12.5945  0.0806
H  -21.0045  -5.1296  -12.8754  0.0948
H  -20.5481  -3.3829  -12.5614  0.0893
H  -22.4753  -8.1748  -9.6268  0.0570
H  -21.2394  -8.5179  -10.8635  0.0983
H  -22.9009  -8.6571  -11.2488  0.0942
H  -17.8796  -6.5789  -10.5275  0.1006
H  -18.6353  -5.9472  -9.0760  0.0718
H  -18.6306  -4.9038  -10.4518  0.0757
C  -22.4001  -12.6687  -8.0850  -0.0321
O  -22.6489  -12.1348  -6.7428  -0.2310
P  -23.1579  -10.6923  -6.4589  0.3319
O  -23.7062  -10.0221  -7.6353  -0.2354
O  -24.1307  -10.7857  -5.1763  -0.2395
C  -25.2614  -11.6968  -5.2239  -0.0688
O  -21.9637  -9.8814  -5.7646  -0.2372
C  -21.5188  -10.3864  -4.4695  -0.0738
H  -22.7825  -11.8785  -8.7908  0.0949
H  -22.9943  -13.5701  -8.1002  0.0828
H  -21.3384  -12.8947  -8.1593  0.0886
H  -25.0245  -12.5704  -4.6327  0.0792
H  -25.3327  -12.0418  -6.2992  0.0994
H  -26.1663  -11.2275  -4.8180  0.0926
H  -22.2446  -10.0578  -3.7385  0.0800
H  -20.4973  -10.0781  -4.2085  0.0947
H  -21.4997  -11.4985  -4.4353  0.0916
C  -22.3251  -0.2288  -12.2493  -0.0502
O  -23.3185  0.8035  -11.8798  -0.2228
P  -24.5313  0.5982  -10.8164  0.3245
O  -24.2935  -0.2668  -9.6607  -0.2130
O  -25.7631  0.2435  -11.6993  -0.2003
C  -26.2047  -1.1346  -11.7116  -0.0918
O  -24.7340  2.0714  -10.4155  -0.1923
C  -25.2170  3.1572  -11.2128  -0.0664
H  -22.3366  -1.0182  -11.4417  0.0760
H  -21.3721  0.2098  -12.1236  0.0684
H  -22.4478  -0.6854  -13.2149  0.0777
H  -27.1017  -1.1973  -12.3132  0.0878
H  -26.4234  -1.5609  -10.7157  0.0550
H  -25.4160  -1.7516  -12.1111  0.0595
H  -25.7066  3.8355  -10.5711  0.0693
H  -25.9959  2.8502  -11.9307  0.0972
H  -24.3668  3.6279  -11.6798  0.0886
C  -19.4201  -8.2623  -7.0073  -0.1069
O  -19.4375  -6.8915  -6.8023  -0.2223
P  -19.6048  -6.2763  -5.3433  0.4042
O  -18.4549  -6.6455  -4.4387  -0.2632
O  -19.8165  -4.7096  -5.4795  -0.2171
C  -18.7446  -3.8783  -5.9068  -0.0698
O  -21.0058  -6.7745  -4.8014  -0.2168
C  -22.1819  -6.3895  -5.4590  -0.1269
H  -20.4205  -8.6687  -7.1065  0.0718
H  -19.0952  -8.7192  -6.1093  0.0679
H  -18.7929  -8.5167  -7.8571  0.0981
H  -17.8670  -4.1552  -5.4252  0.0648
H  -18.9957  -2.8566  -5.5548  0.0925
H  -18.7579  -3.8603  -6.9873  0.0731
H  -22.2821  -6.6464  -6.5596  0.1005
H  -22.2510  -5.3202  -5.3687  0.0424
H  -23.0320  -6.7708  -4.8492  0.1060

Results
total charge: 0
SMILES string: COP(=O)(OC)OC.COP(=O)(OC)OC.COP(=O)(OC)OC.COP(=O)(OC)OC.COP(=O)(OC)OC.COP(=O)(OC)OC.COP(=O)(OC)OC.CCCC#N.CCCC#N
gap between HOMO and LUMO: 10.185 eV
HOMO level: -9.832 eV
E_LUMO: 0.013 Ha
max |F|: 3.53 eV/A